1.
82
Properties=species:S:1:pos:R:3:forces:R:3 method="wB97M-V/def2-TZVPD" gap_ev=6.0 total_charge=-2 e_homo_ev=-5.900 e_above_lowest_kcal_mol=31.2
O -1.90170 -20.13973 22.64764 1.33 -3.30 -1.99
V -1.11948 -21.33154 21.84314 1.76 6.93 3.67
O -2.06686 -21.92828 20.82525 -1.75 -1.65 -1.52
O 2.03841 -13.53032 26.95549 0.29 -0.81 -2.60
V 2.37929 -14.19793 25.52103 0.83 0.92 2.74
O 1.04235 -14.24040 24.71162 0.04 0.21 0.37
O 2.30435 -18.35972 32.44149 0.22 0.10 0.77
C 3.11852 -17.91329 31.69423 -0.77 -0.26 -0.77
O 3.02806 -18.06047 30.37199 0.55 0.34 -0.45
B 4.12275 -17.33509 29.72666 0.92 -0.30 0.71
O 4.96340 -16.81281 30.83289 -0.35 0.08 -0.14
C 4.39522 -17.09994 31.98344 0.36 -0.40 0.13
O 4.84067 -16.86000 33.06480 -0.05 0.23 0.49
O 4.99344 -18.16389 28.84628 -0.78 0.63 -0.36
C 4.97075 -17.60642 27.64734 0.50 0.11 -1.08
O 5.54004 -17.92367 26.64999 0.28 -0.52 0.04
C 4.05694 -16.36669 27.65120 -1.02 -0.66 2.59
O 3.66127 -16.21616 28.90011 -0.30 0.36 -0.92
O 3.64188 -15.71398 26.73265 -0.19 0.62 -1.77
O 3.95916 -12.92094 24.88410 -1.68 0.19 -0.16
C 5.08410 -13.00644 24.43249 1.58 -2.15 0.88
O 6.08021 -13.44361 25.15373 -0.60 0.66 -0.16
B 7.25160 -13.79294 24.27978 0.42 -0.27 -0.25
O 6.82694 -13.29798 22.96507 0.38 -0.56 -0.13
C 5.60102 -12.86550 22.98517 0.17 1.69 -0.02
O 5.06910 -12.24873 22.11198 -0.80 -0.26 -0.32
O 7.45924 -15.23411 24.32234 0.05 0.91 0.03
C 8.64035 -15.47377 24.89616 -0.58 -0.73 -0.37
O 9.03122 -16.57261 25.13943 0.66 0.28 0.20
C 9.31942 -14.10510 25.15892 0.13 -0.57 0.79
O 8.52329 -13.15746 24.69342 -0.75 -0.02 -0.07
O 10.33387 -13.95772 25.77333 0.18 0.22 -0.31
O -0.31404 -19.72743 20.22804 0.31 -1.29 1.43
C 0.64933 -19.02172 20.53827 0.27 0.87 -0.70
O 1.15388 -18.79338 21.69033 -0.41 -1.06 0.57
B 2.32683 -17.86799 21.62773 0.49 0.31 -0.12
O 2.36322 -17.50449 20.18763 0.20 -0.06 0.75
C 1.44372 -18.14346 19.52540 -0.22 0.54 -0.77
O 1.23034 -17.99523 18.35235 -0.29 -0.63 0.27
O 3.60482 -18.39165 22.08103 -1.45 0.25 -0.45
C 4.10223 -17.51980 22.96830 1.89 -1.28 0.02
O 5.19020 -17.61552 23.43462 -0.26 0.52 0.19
C 3.08123 -16.44555 23.21805 -0.25 0.39 0.21
O 2.02866 -16.69626 22.49250 -0.09 0.15 -0.14
O 3.25467 -15.51550 23.97385 0.08 -0.05 0.11
O 0.76046 -21.20408 23.26428 -0.33 -0.77 -1.82
C 0.85546 -21.06897 24.46855 -0.97 0.84 1.55
O -0.14373 -21.20252 25.26945 -0.94 -0.74 -0.68
B 0.24743 -21.09178 26.68055 0.36 0.57 1.50
O 1.68248 -20.70151 26.61127 -0.76 0.15 -0.19
C 2.04711 -20.62670 25.35970 1.53 -0.91 -0.86
O 3.13980 -20.43088 24.91575 -0.17 0.42 0.00
O -0.56396 -20.09176 27.39109 0.23 0.75 -1.29
C -1.26294 -20.64671 28.34372 0.40 -1.29 1.17
O -2.05768 -20.16893 29.09215 -0.20 0.39 -0.34
C -0.74553 -22.12281 28.44653 -0.89 0.62 0.55
O 0.06918 -22.32856 27.42830 0.39 -0.40 -0.58
O -1.04896 -22.88190 29.31477 0.16 -0.37 -0.20
Br -3.29226 -19.96717 16.66785 -0.17 -0.17 0.12
C -1.75246 -21.14128 16.98646 0.02 0.74 -0.60
C -0.55125 -20.22590 16.84512 0.45 -0.91 0.83
Br 1.05355 -21.39972 16.98894 -0.30 0.35 0.01
H -1.82105 -21.93226 16.24766 0.11 0.03 -0.02
H -1.83617 -21.54129 17.99125 -0.02 0.06 0.01
H -0.51355 -19.57488 17.71202 0.22 0.14 -0.14
H -0.41745 -19.65551 15.93478 -0.31 -0.21 -0.16
Br -1.74239 -13.42842 17.39228 -0.15 0.22 -0.28
C -2.13084 -14.42782 18.99040 -0.35 0.26 1.02
C -0.87305 -15.16554 19.39778 -0.13 -0.10 -0.82
Br -1.16822 -16.11104 21.05144 0.07 -0.02 0.07
H -3.03852 -15.01378 18.86179 0.41 -0.50 -0.48
H -2.44125 -13.72855 19.76825 0.41 0.28 -0.12
H -0.03712 -14.47450 19.48034 -0.09 0.05 0.47
H -0.58283 -15.88465 18.63224 -0.15 -0.18 0.15
Br 4.10030 -14.42250 16.53399 -0.01 -0.25 -0.21
C 2.79668 -15.82920 16.08225 0.13 0.35 0.19
C 1.46314 -15.11795 15.96470 -0.31 -1.62 0.09
Br 0.04084 -16.55033 15.90793 0.36 0.63 -0.31
H 2.85071 -16.54977 16.89262 -0.27 0.17 0.14
H 3.12548 -16.33389 15.17891 -0.06 0.26 -0.15
H 1.32734 -14.59488 15.02728 0.11 0.29 0.15
H 1.24842 -14.54192 16.85596 -0.13 0.18 -0.15

=====

2.
45
Properties=species:S:1:pos:R:3:forces:R:3 method="wB97M-V/def2-TZVPD" spin_multiplicity=2 gap_ev="6.2 / 6.6" total_charge=+2 e_homo_ev="-14.183 / -14.186"
V 0.66716 -1.65078 0.49979 -2.07 -0.26 -1.69
O -0.52384 -5.01500 1.61862 0.42 0.75 -0.06
C -0.46533 -3.83617 1.47729 -3.17 -1.83 0.78
O 0.58752 -3.09746 1.22337 2.78 -4.68 2.80
C -1.63573 -2.87344 1.48256 -0.38 -0.28 0.22
C -2.88526 -3.16235 2.02792 0.26 -0.02 -0.15
C -3.84735 -2.17678 2.01260 0.35 0.02 -0.16
C -3.55188 -0.93268 1.42766 0.47 -0.04 -0.11
C -4.49881 0.11585 1.38745 0.06 0.28 -0.17
C -4.19110 1.30722 0.78859 -0.18 -0.23 0.19
C -2.92370 1.50493 0.21380 0.26 -0.29 -0.02
C -1.97307 0.51630 0.24253 0.08 0.04 -0.08
C -2.24974 -0.72326 0.85704 -0.91 0.70 -0.01
N -1.31238 -1.70280 0.91955 -0.17 -0.43 0.08
H -3.06180 -4.13953 2.45331 0.04 -0.04 0.01
H -4.82558 -2.34878 2.43936 -0.05 -0.02 0.04
H -5.46992 -0.04325 1.83457 -0.05 -0.03 0.00
H -4.91892 2.10180 0.74679 -0.09 0.06 0.04
H -2.70129 2.44877 -0.26055 0.04 0.06 -0.05
H -1.00457 0.67383 -0.21932 -0.17 0.07 0.03
Br 0.73014 0.21752 2.97773 0.14 0.36 0.16
C 1.47835 1.49076 1.77201 -0.14 -0.90 -0.97
C 1.94802 2.74914 2.12375 0.20 0.39 0.05
C 2.59527 3.52580 1.17531 -0.12 -0.04 0.27
Br 3.20895 5.23595 1.68952 -0.12 -0.39 -0.10
C 2.80296 3.05546 -0.15245 -0.28 -0.38 0.11
C 3.51627 3.73791 -1.16035 0.13 -0.09 -0.38
C 3.65277 3.16140 -2.39947 0.00 0.27 0.32
C 3.06653 1.90815 -2.64466 -0.04 0.18 0.14
N 2.38985 1.25436 -1.73670 -0.18 -0.68 -0.27
C 2.26357 1.79067 -0.51489 -0.06 0.14 0.29
C 1.57786 1.01254 0.46536 1.31 3.44 1.34
O 1.09824 -0.15650 0.19888 1.45 4.22 -1.47
H 1.81420 3.11170 3.13150 0.06 0.05 0.05
H 3.96728 4.69547 -0.94242 -0.03 0.04 -0.01
H 4.19688 3.65458 -3.18839 0.08 0.09 -0.03
H 3.15561 1.43383 -3.61319 0.04 0.04 -0.08
S 2.09398 -2.99091 -3.40013 -0.33 0.27 0.64
C 0.55995 -2.25454 -3.61078 0.06 0.02 0.34
C 0.02178 -1.91123 -2.41140 -0.52 0.14 -0.82
N 0.81153 -2.22744 -1.35058 0.27 -0.47 -0.45
C 1.94119 -2.79007 -1.72327 0.52 -0.45 -0.52
H 0.13965 -2.10496 -4.58695 -0.10 -0.02 -0.14
H -0.94265 -1.44713 -2.24987 0.11 -0.01 -0.05
H 2.69743 -3.11890 -1.02147 0.02 -0.03 -0.07

=====

3.
45
Properties=species:S:1:pos:R:3:forces:R:3 method="wB97M-V/def2-TZVPD" spin_multiplicity=5 gap_ev="6.4 / 6.2" total_charge=+1 e_homo_ev="-9.652 / -9.785"
Co -0.40620 0.10461 0.63800 0.57 -0.77 0.41
O 2.29446 3.51874 0.89841 -0.04 0.05 -0.07
C 1.68204 2.28679 0.99541 0.04 -0.10 0.04
O -0.22415 2.18789 -0.72031 -0.01 0.13 -0.14
C 1.83763 1.35134 1.99058 0.04 0.05 -0.20
C 2.73449 1.50208 3.08648 -0.01 -0.01 0.04
C 3.08294 0.37866 3.82259 0.00 -0.03 -0.02
C 2.67848 -0.88232 3.40728 0.00 0.05 0.05
C 1.79259 -0.97207 2.29971 0.01 -0.18 -0.11
N 1.14028 0.16309 1.83402 -0.43 0.18 -0.04
C 1.60811 -2.06700 1.49824 0.06 0.15 0.05
O 2.05682 -3.36602 1.58997 -0.07 -0.05 -0.10
O -0.35664 -1.99122 0.15792 -0.07 -0.07 0.13
H 3.16900 2.47143 3.28916 -0.01 -0.03 -0.01
H 3.75999 0.47557 4.66080 0.00 0.00 -0.01
H 3.07973 -1.78518 3.84647 -0.02 0.03 0.00
C -0.64506 -4.65284 -0.43140 -0.12 0.03 -0.04
C 0.48534 -4.69814 0.26517 0.08 0.00 -0.04
C 1.53510 -3.64695 0.24920 -0.05 -0.09 0.08
C 1.05827 -2.19173 0.11370 0.20 0.16 -0.05
N -1.02414 -2.28077 -1.08652 0.08 -0.14 0.02
C -1.11761 -3.53834 -1.26693 -0.06 0.00 -0.07
C 1.71969 -1.21262 -0.85116 -0.12 -0.01 0.09
C 2.89467 -1.38334 -1.56377 0.02 -0.04 0.01
C 3.49871 -0.25305 -2.10426 0.06 -0.01 -0.02
C 2.99129 1.01562 -1.84551 0.03 0.02 0.01
C 1.80859 1.09655 -1.13600 -0.01 -0.05 0.04
N 1.16026 -0.00906 -0.75233 -0.14 0.25 -0.04
C 1.17179 2.27999 -0.43401 0.04 0.03 0.10
C 1.64968 3.75067 -0.39717 0.02 0.04 -0.03
C 0.50889 4.71613 -0.19516 0.12 -0.12 -0.03
C -0.61652 4.48022 0.48755 -0.17 -0.06 0.03
C -1.09837 3.20226 1.03352 -0.04 0.21 0.16
N -0.95059 2.06286 0.48042 0.00 0.33 -0.29
H -1.28501 -5.52739 -0.44302 -0.02 0.03 0.00
H 0.73194 -5.58573 0.83808 -0.02 0.01 -0.03
H 2.35505 -3.92690 -0.41318 0.04 0.00 0.01
H -1.68272 -3.78250 -2.16312 0.03 -0.01 0.00
H 3.35300 -2.35628 -1.67895 -0.02 0.03 0.01
H 4.40884 -0.35863 -2.68060 -0.03 0.00 0.01
H 3.51956 1.90338 -2.16693 -0.03 -0.02 0.01
H 2.37973 4.09275 -1.12621 -0.03 0.01 -0.04
H 0.67885 5.72951 -0.53952 0.03 -0.01 0.05
H -1.26548 5.32180 0.70184 0.01 -0.01 0.01
H -1.67424 3.19864 1.95427 0.02 0.02 -0.01

=====

4.
42
Properties=species:S:1:pos:R:3:forces:R:3 method="wB97M-V/def2-TZVPD" gap_ev=7.5 e_homo_ev=-8.230 e_above_lowest_kcal_mol=11.2
C 1.78895 2.82340 3.21357 -0.73 -0.59 0.74
C 1.26847 2.42475 1.82015 1.03 1.82 3.45
N 1.11325 3.39319 0.98031 0.60 0.27 1.01
N 0.65839 3.17790 -0.21986 -2.06 -2.73 -4.17
C 0.17823 1.93317 -0.60471 0.29 1.61 4.15
C -0.51567 1.66398 -1.84511 1.53 -0.16 -2.42
C -1.48944 2.48976 -2.31050 -1.11 1.61 3.68
C -1.93015 2.60518 -3.61961 -0.30 -1.61 -2.47
C -1.40887 1.66061 -4.50862 1.00 0.24 0.84
C -0.39169 0.66986 -4.08387 -2.43 1.35 -1.26
C 0.07557 -0.30467 -4.96852 3.36 -1.04 2.13
C 1.23870 -1.03754 -4.60967 -1.51 -1.14 -3.70
C 1.97516 -0.72525 -3.53036 -0.45 0.57 3.88
C 1.36707 0.05221 -2.53268 -0.56 1.02 -0.98
C 0.10220 0.74668 -2.78767 2.19 -0.54 1.26
C 0.19106 0.93284 0.44693 -2.82 -2.01 -3.50
C -0.41371 -0.33938 0.61205 1.99 -0.67 0.71
N 0.13977 -0.89992 1.80392 -1.22 2.62 -1.86
C -0.36144 -2.05503 2.58578 1.12 0.94 1.11
C 0.11493 -2.15610 3.92778 1.04 2.05 -1.89
C -0.45482 -3.04113 4.80104 0.46 0.88 -1.52
C -1.35410 -3.99462 4.37752 -0.67 0.39 -0.22
C -1.77265 -3.94540 3.02683 0.06 -0.80 -0.02
Br -2.92752 -5.45563 2.40381 0.92 1.53 0.39
C -1.31185 -2.94661 2.11130 -0.48 -0.71 -1.05
N 0.90945 0.09917 2.39774 -0.91 -2.18 1.12
C 0.84657 1.13434 1.58551 1.66 -0.39 1.75
H 2.76464 2.27683 3.33712 -1.13 0.23 0.58
H 0.97405 2.67601 4.12829 2.31 0.00 -2.50
H 2.05119 3.87767 3.15928 -0.18 0.06 0.09
H -1.92175 3.08543 -1.43353 0.44 -0.24 -1.79
H -2.70452 3.32254 -3.99172 0.96 -0.61 0.70
H -1.55528 1.73799 -5.58313 -0.47 -0.17 0.18
H -0.19880 -0.46427 -5.94646 -1.44 -0.03 -1.91
H 1.63016 -1.88692 -5.27145 -0.76 1.53 0.66
H 2.89158 -1.24051 -3.28607 0.22 0.10 -0.17
H 1.92513 0.30840 -1.64043 -0.15 -0.23 0.13
H -0.92574 -0.87159 -0.16709 -0.35 -0.46 0.27
H 0.94225 -1.42215 4.20715 -1.50 -1.09 -0.16
H -0.19296 -2.82215 5.78640 0.28 -0.66 1.75
H -1.69338 -4.59870 5.22922 -0.48 -0.41 -1.22
H -1.62242 -2.88436 0.99934 0.26 -0.37 2.20